One molecule with the formula C5H10O2, computed with ωB97M-V with the def2-TZVPD basis set.

Last column: Mulliken charge in e.
Element x y z (Å)
O1 -0.617 1.559 -1.173  -0.582
C1 -1.053 0.227 -1.357  -0.618
C2 0.009 -0.823 -1.006  -0.668
C3 0.633 -0.708 0.389  0.121
C4 1.303 0.638 0.720  -0.578
O2 0.158 1.041 1.513  -0.483
C5 -0.321 -0.320 1.531  -0.445
H1 -0.614 1.731 -0.214  0.396
H2 -1.318 0.117 -2.418  0.376
H3 -1.971 0.037 -0.777  0.291
H4 0.816 -0.774 -1.748  0.316
H5 -0.450 -1.818 -1.109  0.318
H6 1.251 -1.587 0.591  0.409
H7 1.475 1.319 -0.116  0.348
H8 2.201 0.555 1.345  0.278
H9 -0.100 -0.821 2.484  0.262
H10 -1.400 -0.375 1.347  0.260

Atoms 1-2, force components in eV/Å:
O -0.20 0.15 0.15
C -0.09 -0.33 -0.02

## Properties
energy relative to the best compared isomer or geometry (same formula, charge and spin) = 53.5 kcal/mol
HOMO-LUMO gap = 10.92 eV
SMILES string = OCCC1COC1



One molecule with the formula C5H10O2, computed with ωB97M-V with the def2-TZVPD basis set.

Last column: Mulliken charge in e.
Element x y z (Å)
C1 -2.161 -0.239 -0.221  -1.399
C2 -0.675 -0.415 -0.466  0.304
O1 -0.210 0.707 -1.208  -0.571
C3 0.165 -0.601 0.807  -0.698
C4 1.634 -0.334 0.460  -0.589
C5 1.759 1.020 -0.217  0.186
O2 1.387 2.045 0.329  -0.580
H1 -2.606 -1.118 0.252  0.372
H2 -2.328 0.633 0.424  0.341
H3 -2.656 -0.055 -1.179  0.337
H4 -0.494 -1.268 -1.133  0.289
H5 -0.229 1.489 -0.624  0.350
H6 -0.157 0.104 1.584  0.321
H7 0.028 -1.611 1.212  0.380
H8 2.037 -1.127 -0.181  0.311
H9 2.249 -0.273 1.364  0.347
H10 2.256 1.044 -1.204  0.299

Atoms 1-2, force components in eV/Å:
C -0.10 -0.07 0.06
C -0.14 -0.15 0.02

## Properties
energy relative to the best compared isomer or geometry (same formula, charge and spin) = 34.9 kcal/mol
HOMO-LUMO gap = 10.66 eV
SMILES string = C[C@@H](O)CCC=O



One molecule with the formula C5H10O2, computed with ωB97M-V with the def2-TZVPD basis set.

Last column: Mulliken charge in e.
Element x y z (Å)
C1 1.251 -1.696 0.544  -1.404
C2 0.744 -0.454 -0.159  0.312
O1 -0.318 -0.835 -1.028  -0.573
C3 0.290 0.678 0.772  -0.694
C4 -0.576 1.650 -0.039  -0.603
C5 -1.682 0.885 -0.747  0.202
O2 -2.499 0.223 -0.128  -0.581
H1 2.136 -1.500 1.154  0.372
H2 0.461 -2.094 1.191  0.345
H3 1.491 -2.454 -0.207  0.335
H4 1.517 -0.057 -0.827  0.286
H5 -1.091 -1.094 -0.489  0.350
H6 -0.304 0.268 1.597  0.323
H7 1.157 1.192 1.211  0.374
H8 0.036 2.210 -0.757  0.312
H9 -1.082 2.367 0.613  0.349
H10 -1.737 0.998 -1.846  0.293

Atoms 1-2, force components in eV/Å:
C 0.08 -0.05 0.12
C 0.23 -0.02 0.05

## Properties
energy relative to the best compared isomer or geometry (same formula, charge and spin) = 35.2 kcal/mol
HOMO-LUMO gap = 10.64 eV
SMILES string = C[C@@H](O)CCC=O



One molecule with the formula C5H10O2, computed with ωB97M-V with the def2-TZVPD basis set.

Last column: Mulliken charge in e.
Element x y z (Å)
C1 2.580 -1.063 -0.493  -1.026
C2 1.431 -1.551 0.379  -0.242
O1 0.221 -0.840 0.345  -0.160
C3 -1.944 0.622 0.060  0.093
C4 -2.357 1.962 0.613  -1.033
C5 -1.023 0.456 -0.894  -0.350
O2 -0.276 -0.707 -1.002  -0.251
H1 2.791 -0.011 -0.288  0.293
H2 3.486 -1.636 -0.251  0.365
H3 2.379 -1.189 -1.563  0.273
H4 1.265 -2.627 0.241  0.291
H5 1.627 -1.348 1.433  0.228
H6 -2.243 -0.253 0.635  0.310
H7 -3.435 2.138 0.738  0.316
H8 -1.905 2.058 1.616  0.239
H9 -1.929 2.754 -0.004  0.315
H10 -0.669 1.238 -1.568  0.339

Atoms 1-2, force components in eV/Å:
C -0.08 0.12 0.04
C 0.30 -0.25 0.20

## Properties
energy relative to the best compared isomer or geometry (same formula, charge and spin) = 114.9 kcal/mol
HOMO-LUMO gap = 10.06 eV
SMILES string = C/C=C/OOCC



One molecule with the formula C5H10O2, computed with ωB97M-V with the def2-TZVPD basis set.

Last column: Mulliken charge in e.
Element x y z (Å)
C1 -1.635 -0.389 -0.446  -1.650
C2 -0.627 0.129 0.566  0.145
C3 0.611 -0.775 0.787  0.188
O1 0.480 -2.053 0.206  -0.554
C4 1.485 0.253 0.045  -1.089
C5 0.323 1.254 0.042  0.157
O2 0.141 1.738 -1.275  -0.577
H1 -2.455 0.330 -0.573  0.404
H2 -2.065 -1.336 -0.110  0.362
H3 -1.165 -0.563 -1.418  0.385
H4 -1.136 0.387 1.502  0.345
H5 0.868 -0.865 1.853  0.328
H6 1.364 -2.430 0.118  0.295
H7 2.451 0.539 0.471  0.317
H8 1.600 -0.023 -1.006  0.311
H9 0.414 2.095 0.743  0.308
H10 -0.797 1.793 -1.482  0.325

Atoms 1-2, force components in eV/Å:
C -0.04 -0.02 -0.05
C -0.13 0.02 -0.01

## Properties
energy relative to the best compared isomer or geometry (same formula, charge and spin) = 44.6 kcal/mol
HOMO-LUMO gap = 10.57 eV
SMILES string = C[C@@H]1[C@H](O)C[C@@H]1O



One molecule with the formula C5H10O2, computed with ωB97M-V with the def2-TZVPD basis set.

Last column: Mulliken charge in e.
Element x y z (Å)
C1 2.218 0.038 0.338  -1.374
C2 0.833 0.431 -0.156  0.265
O1 0.574 -0.088 -1.455  -0.554
C3 -0.250 0.013 0.837  -0.701
C4 -1.663 0.331 0.344  -0.547
C5 -2.004 -0.412 -0.930  0.048
O2 -2.037 -1.621 -0.980  -0.506
H1 2.454 0.542 1.282  0.355
H2 2.267 -1.044 0.515  0.347
H3 2.978 0.303 -0.402  0.337
H4 0.790 1.519 -0.298  0.288
H5 0.539 -1.054 -1.394  0.369
H6 -0.178 -1.068 1.019  0.346
H7 -0.069 0.512 1.797  0.377
H8 -1.797 1.409 0.202  0.314
H9 -2.390 -0.020 1.087  0.328
H10 -2.265 0.212 -1.808  0.308

Atoms 1-2, force components in eV/Å:
C 0.05 -0.02 0.01
C 0.05 0.16 0.23

## Properties
energy relative to the best compared isomer or geometry (same formula, charge and spin) = 28.6 kcal/mol
HOMO-LUMO gap = 10.67 eV
SMILES string = C[C@@H](O)CCC=O



One molecule with the formula C5H10O2, computed with ωB97M-V with the def2-TZVPD basis set.

Last column: Mulliken charge in e.
Element x y z (Å)
C1 2.042 -0.111 -0.493  -1.420
C2 0.766 0.293 0.223  0.173
O1 0.028 1.215 -0.578  -0.425
C3 -1.354 1.142 -0.228  -0.496
C4 -1.503 -0.054 0.728  -0.659
C5 -0.220 -0.846 0.483  -0.007
O2 -0.316 -1.751 -0.599  -0.572
H1 2.873 0.557 -0.265  0.364
H2 1.911 -0.090 -1.577  0.360
H3 2.326 -1.126 -0.208  0.331
H4 1.024 0.764 1.184  0.343
H5 -1.929 1.001 -1.150  0.286
H6 -1.673 2.085 0.232  0.292
H7 -1.522 0.285 1.769  0.293
H8 -2.390 -0.662 0.540  0.312
H9 0.076 -1.438 1.353  0.457
H10 -0.138 -1.264 -1.414  0.367

Atoms 1-2, force components in eV/Å:
C 0.16 -0.03 -0.07
C 0.18 -0.08 0.03

## Properties
energy relative to the best compared isomer or geometry (same formula, charge and spin) = 30.4 kcal/mol
HOMO-LUMO gap = 10.64 eV
SMILES string = C[C@H]1OCC[C@H]1O